Record 1
ORCA calculation (ωB97M-V/def2-TZVPD) on a single C10H13OP molecule.

## Properties
Total energy = -805.2500 Ha
Structure (SMILES) = C#CP(=O)(C#C)C1CCCCC1
HOMO-LUMO gap = 10.706 eV
Energy relative to the best compared isomer or geometry (same formula, charge and spin) = 358.18 kJ/mol
Charge = 0

Each line ends with the natural charge from an NBO analysis.
Atoms and positions in Å:
O  2.561  -1.475  -1.559  -1.0257
H  -0.407  -2.075  -1.392  0.2199
C  -0.098  0.871  0.233  -0.4283
C  2.480  -1.575  2.198  -0.1063
C  -2.139  -1.004  -0.684  -0.3848
H  2.668  -2.077  3.101  0.2348
C  0.268  -0.122  -0.765  -0.6015
H  -3.462  0.399  -0.053  0.2099
H  -0.373  -1.989  0.278  0.2135
C  -2.458  0.218  0.190  -0.4082
P  1.985  -0.618  -0.524  1.9418
C  3.093  2.492  0.127  -0.2902
H  -2.533  0.071  1.241  0.2004
H  3.378  3.421  0.320  0.2116
H  -2.514  -1.944  -0.456  0.2179
C  2.834  1.343  0.010  -0.3010
C  2.072  -1.407  1.094  -0.4400
H  -2.413  -0.805  -1.748  0.1953
C  -0.606  -1.375  -0.626  -0.3990
H  0.595  1.696  0.145  0.2440
H  0.078  0.338  -1.764  0.2632
H  -1.696  2.182  0.475  0.2122
H  -1.704  1.491  -1.094  0.1893
H  -0.074  0.628  1.325  0.2195
C  -1.534  1.317  -0.071  -0.3885


Record 2
ORCA calculation (ωB97M-V/def2-TZVPD) on 2 unconnected molecules or ions with the total composition C10H14.

## Properties
Total energy = -389.2040 Ha
Structure (SMILES) = C#CC(C)C.C=C=C=CC
HOMO-LUMO gap = 9.112 eV
Energy relative to the best compared isomer or geometry (same formula, charge and spin) = 555.96 kJ/mol
Charge = 0

Each line ends with the natural charge from an NBO analysis.
Atoms and positions in Å:
H  -0.556  1.420  -1.704  0.2114
C  -1.186  -1.203  -0.198  -0.3056
H  -0.334  3.484  0.189  0.2235
C  -1.827  -2.344  -0.873  -0.5643
H  2.695  0.844  3.305  0.2215
H  -0.228  3.102  -2.145  0.2007
H  2.335  -0.732  -1.174  0.2323
H  -2.305  -1.244  1.593  0.2077
C  1.128  1.850  0.520  -0.0293
C  1.302  -0.959  -1.138  -0.2604
H  -1.648  -0.262  -0.504  0.2175
H  3.088  -0.183  1.786  0.2161
C  1.844  1.339  1.434  0.0024
H  -2.700  -2.620  -0.354  0.2065
H  -0.633  -0.597  1.776  0.2218
C  -1.253  -1.273  1.326  -0.5819
H  -0.822  -2.223  1.590  0.2021
C  0.160  2.353  -1.617  -0.6212
H  0.976  1.963  -2.127  0.2194
H  -1.199  -3.168  -0.979  0.2143
C  0.411  2.740  -0.172  -0.2021
C  0.193  -1.043  -0.717  0.0124
C  2.611  0.669  2.212  -0.4452
H  -2.053  -1.913  -2.030  0.2004


Record 3
ORCA calculation (ωB97M-V/def2-TZVPD) on a single C10H14 molecule.

## Properties
Total energy = -389.1712 Ha
Multiplicity = 3
HOMO-LUMO gap (spin up / spin down) = 7.643 / 8.146 eV
Energy relative to the best compared isomer or geometry (same formula, charge and spin) = 0.00 kJ/mol
Charge = 0
⟨S²⟩ = 2.033

Each line ends with the natural charge from an NBO analysis.
Atoms and positions in Å:
C  0.303  -2.204  0.282  -0.5941
C  0.422  0.235  -0.403  -0.2774
H  -1.240  1.874  -1.783  0.2192
H  0.193  0.116  -1.420  0.2177
C  -0.117  1.645  -0.039  0.0538
H  0.687  -0.679  1.565  0.2141
H  -2.836  0.869  2.200  0.2286
C  -0.820  2.473  -0.975  -0.6707
C  -0.908  1.690  1.435  -0.1252
H  1.392  -2.380  0.122  0.2117
H  -0.010  -2.897  1.145  0.2087
C  -1.448  -0.619  1.132  -0.4465
H  -1.800  -1.309  1.868  0.2285
H  2.349  0.771  0.323  0.2118
H  2.286  0.676  -1.469  0.2044
H  -0.330  -2.378  -0.568  0.2057
C  -1.809  0.717  1.694  -0.1946
C  0.320  2.245  1.377  0.0173
H  -0.183  3.278  -1.492  0.2283
C  0.074  -0.789  0.708  -0.2064
H  2.331  -0.756  -0.358  0.1990
H  -2.179  -0.866  0.302  0.2114
C  1.968  0.254  -0.470  -0.5769
H  -1.624  3.076  -0.545  0.2318


Which max |F| belongs to each record? In order, 5.850, 4.863, 4.430 eV/Å.